Entry 1:
77
Properties=species:S:1:pos:R:3:mulliken_charge:R:1 method="wB97M-V/def2-TZVPD" orbital_gap_ev=7.477 multiplicity=1 total_charge=0 de_lowest_ev=0.859
Cd 0.96 0.79 -0.24 2.55
Br 4.04 1.40 1.05 -0.05
S 2.55 0.51 -2.16 -0.51
F -1.27 2.52 -4.83 -0.33
F -0.92 0.74 -6.90 -0.30
F 2.58 -1.33 -4.51 -0.37
F 0.26 2.31 -2.59 -0.15
F 1.01 -1.18 -6.70 -0.30
O 3.01 0.33 6.03 -0.54
N -0.56 -1.03 -0.18 0.65
N 1.66 0.61 2.15 -0.20
N -0.84 1.79 -0.05 0.65
C 0.72 4.42 -0.44 -1.54
C -0.35 1.55 -4.74 -0.21
C 2.61 -2.71 1.00 -1.67
C 0.63 -3.14 -0.36 0.06
C 0.60 -4.52 -0.47 -0.34
C 1.98 -2.47 -0.37 3.23
C -0.16 0.66 -5.79 0.60
C -4.19 -2.43 0.12 -1.37
C -0.49 4.18 0.47 2.31
C 1.47 0.50 -3.49 1.02
C 0.82 0.27 3.13 -1.02
C 1.63 -0.39 -4.57 0.04
C 3.42 0.78 3.76 -0.64
C -0.57 -5.22 -0.30 -1.51
C -1.80 0.96 -0.61 -0.07
C 0.45 1.44 -3.62 -0.57
C 2.55 0.42 4.79 0.79
C -2.74 -1.45 1.94 -1.51
C -2.62 3.04 -0.58 -0.80
C 2.92 0.87 2.48 -0.03
C -2.95 -2.64 1.01 0.06
C 0.02 3.84 1.88 -1.52
C -1.32 3.04 -0.05 -0.56
C -1.31 5.48 0.54 -2.23
C -0.56 -2.42 -0.11 -0.31
C 1.21 0.17 4.45 -0.53
C 2.92 -2.96 -1.48 -1.93
C -1.69 -4.53 0.12 -0.53
C -2.92 1.74 -0.94 -2.02
C -1.72 -3.15 0.27 0.45
C 0.83 -0.32 -5.69 0.20
C -1.60 -0.43 -0.68 -0.37
H 4.46 1.00 3.98 0.50
H 0.60 4.66 2.28 0.48
H -3.26 3.90 -0.69 0.60
H -1.82 -1.58 2.51 0.27
H -3.83 1.38 -1.37 0.56
H -2.15 5.36 1.21 0.41
H -4.25 -3.21 -0.64 0.32
H 2.78 -3.78 1.15 0.43
H -0.68 6.29 0.90 0.43
H 1.34 5.23 -0.04 0.56
H -3.21 -3.47 1.67 0.76
H 3.34 -3.93 -1.24 0.47
H 1.34 3.52 -0.52 0.02
H -2.69 -0.50 1.41 0.14
H 2.32 0.09 6.66 0.31
H 1.95 -2.37 1.80 0.29
H 1.84 -1.39 -0.49 -1.72
H -1.68 5.75 -0.45 0.46
H -5.08 -2.48 0.74 0.41
H -3.57 -1.40 2.64 0.57
H -2.58 -5.09 0.38 0.46
H 3.74 -2.25 -1.61 0.44
H -4.18 -1.46 -0.37 0.28
H 1.52 -5.05 -0.68 0.34
H 0.39 4.70 -1.44 0.36
H -2.39 -1.01 -1.17 0.79
H -0.82 3.65 2.55 0.39
H -0.60 -6.29 -0.44 0.37
H 2.40 -3.04 -2.43 0.39
H 0.50 -0.10 5.22 0.35
H 0.64 2.94 1.85 0.07
H -0.20 0.09 2.83 0.43
H 3.57 -2.20 1.08 0.44

=====

Entry 2:
159
Properties=species:S:1:pos:R:3:mulliken_charge:R:1 method="wB97M-V/def2-TZVPD" orbital_gap_ev=5.783 multiplicity=1 total_charge=-1
Br 2.52 2.16 1.43 0.07
Br -6.08 -5.18 5.47 -0.04
Br 1.85 3.22 4.36 -0.03
Br 0.52 -4.21 -9.67 -0.05
Br 6.19 10.06 -3.85 0.00
Br 9.28 -7.65 4.78 0.03
Br -0.04 -4.84 -6.60 0.00
Br -0.39 -5.96 -0.42 0.19
Br 3.54 -9.23 5.82 -0.05
Br 0.40 3.40 -4.63 -0.06
Br -1.48 -2.36 -8.06 0.04
Br -3.84 10.23 -3.33 -0.03
Br -0.18 0.26 -4.37 0.31
Br 1.26 7.78 -3.99 0.02
Br 10.11 -6.34 7.56 -0.02
Br 2.76 1.39 -3.94 -0.13
Br 0.15 -5.06 2.31 -0.05
Br -7.63 -2.92 3.82 0.00
Br 8.11 -9.97 -6.11 -0.02
Br -4.80 12.03 6.31 -0.01
Br 2.57 -2.75 -5.03 0.08
Br 2.31 5.46 -2.07 0.09
Br 4.48 -4.22 2.14 0.10
Br -3.21 0.78 8.50 -0.04
Br 8.67 3.06 -2.76 0.03
Br -2.99 11.67 8.90 -0.05
Br 6.48 -8.65 6.91 -0.06
Br -1.44 -1.28 6.84 -0.05
Br 2.39 -7.32 2.26 -0.01
Br -3.02 9.40 6.66 -0.01
Br -5.68 12.02 -0.03 -0.02
Br -3.41 10.23 2.65 0.02
Br -7.45 10.93 -2.43 -0.06
Br -2.58 8.13 -5.38 -0.04
Br 8.16 4.13 0.20 0.02
Br 7.24 -7.75 -2.27 -0.05
Br 7.80 7.49 -2.86 0.06
Br -4.46 7.22 2.56 0.05
Br -2.28 7.68 -2.24 0.10
Br 5.50 -2.13 -3.88 -0.03
Br -2.19 -7.45 -2.63 -0.05
Br -0.51 1.76 7.12 0.00
Br -6.32 9.52 3.76 -0.02
Br 5.67 -7.79 3.94 0.04
Br 11.14 3.73 -0.87 -0.03
Br 11.95 -8.59 6.24 -0.03
Br 5.90 -10.76 -8.27 -0.03
Br 4.47 -8.85 -1.19 0.16
Br 4.18 -2.21 -0.34 -0.03
Br 3.36 -5.31 7.94 -0.09
Br 7.47 8.04 -5.98 -0.01
Br 4.75 -1.42 -6.89 -0.08
Br 7.09 -10.64 -0.92 -0.03
Br -6.23 8.90 -0.32 0.05
Br 5.08 -10.38 -5.22 -0.03
Br -5.55 -2.09 6.08 0.08
Br -7.12 -1.52 -10.09 -0.01
Br 5.33 -3.94 5.87 0.01
Br 2.66 5.28 2.06 -0.03
Br 5.42 -5.12 -0.76 0.03
Br -3.93 -1.63 -10.17 0.05
Br -5.62 -2.45 -12.74 -0.03
Br 6.41 -4.83 8.73 0.00
Br 0.82 -8.38 -2.08 -0.06
Br 1.70 -5.81 4.97 0.02
Br 4.21 6.62 -4.34 0.02
F -7.21 0.10 -0.04 -0.22
F -5.36 -0.96 -0.42 -0.14
F -0.99 -2.99 0.45 -0.19
F -7.15 -2.06 0.14 -0.33
O -3.24 3.74 0.97 -0.88
O -6.53 -0.18 -2.85 -0.38
O -3.61 1.72 4.52 -0.44
O 0.89 -3.62 -0.53 -0.37
O -4.83 2.19 0.71 -0.69
N -3.39 1.03 -1.59 -0.28
N -1.28 -0.88 -1.96 -0.48
C 4.90 -4.18 7.73 -0.40
C -4.04 10.78 7.56 -0.32
C 1.01 -6.46 3.30 -0.39
C -2.42 8.98 -3.65 -0.33
C 6.26 -9.82 -6.63 -0.34
C -2.23 -0.65 -2.83 -1.51
C 6.16 -9.32 -1.97 0.41
C -7.12 -1.14 -2.02 -0.93
C 4.10 -1.59 -5.08 0.78
C 9.33 4.17 -1.34 -0.06
C 0.67 -1.31 0.00 -1.24
C -1.43 -0.14 -0.83 0.69
C -5.38 -0.67 -3.55 -0.47
C 2.89 3.50 2.76 -0.39
C -4.51 8.89 3.50 0.28
C -1.66 1.98 2.95 -0.57
C 0.09 -3.46 -7.94 -0.18
C 4.16 -4.05 0.24 0.11
C -5.99 1.11 4.61 -0.83
C -5.54 -1.33 -11.18 -0.35
C -0.48 -0.33 0.21 0.70
C -4.81 1.59 3.75 0.09
C 0.23 -2.75 -0.06 0.54
C 1.09 1.63 -4.89 -0.42
C -6.68 -1.00 -0.57 0.97
C 2.78 7.01 -3.10 -0.40
C 5.06 -8.05 5.75 0.38
C 7.63 8.83 -4.23 -0.40
C -3.66 2.57 0.77 0.01
C -2.46 0.80 -0.62 -0.68
C -6.84 -3.40 5.51 -0.40
C -4.33 0.46 -3.73 -1.15
C -2.53 1.52 0.61 1.24
C -6.93 10.67 -0.60 -0.38
C 10.74 -7.13 5.91 -0.35
C -0.58 0.33 1.39 -0.81
C -2.49 1.08 3.94 -0.13
C -0.42 -6.89 -2.10 -0.33
C -1.43 0.29 7.96 -0.37
C -3.28 0.29 -2.66 0.86
C -1.62 1.28 1.61 0.27
H -4.90 -1.49 -3.00 0.39
H 0.16 0.16 2.16 0.78
H 3.17 -4.43 0.04 -0.08
H -5.73 -1.04 -4.52 0.35
H -7.81 10.77 0.01 0.38
H 4.64 -3.21 8.13 0.43
H -0.66 2.01 3.38 -0.41
H 5.96 -9.76 -2.93 -0.45
H 11.29 -6.36 5.39 0.36
H 3.16 7.76 -2.41 0.33
H -0.07 -6.20 -2.86 0.20
H -3.91 0.46 -4.74 0.40
H -5.86 1.29 5.68 0.26
H -5.52 -0.30 -11.52 0.33
H -6.88 1.65 4.27 0.37
H -4.72 0.95 2.87 0.10
H -6.19 0.06 4.39 -0.16
H -4.09 8.72 4.48 -0.30
H 0.26 -7.20 3.53 0.40
H 6.06 -8.77 -6.81 0.38
H -2.10 2.97 2.86 0.67
H -2.21 -1.23 -3.75 0.88
H -1.86 0.77 4.78 -0.17
H -7.63 -3.42 6.25 0.35
H 1.28 1.53 -5.94 0.43
H -6.97 -2.17 -2.37 0.41
H 1.19 -1.06 -0.93 0.23
H 4.73 -7.09 6.11 -0.34
H -2.79 0.16 3.42 0.60
H -5.06 2.59 3.37 0.30
H -4.86 10.29 8.06 0.38
H -4.85 1.40 -3.56 0.38
H 3.93 3.40 3.03 0.36
H 0.91 -2.82 -7.66 0.15
H 3.78 -0.60 -4.75 -0.71
H -1.50 9.54 -3.66 0.29
H 1.39 -1.13 0.80 0.58
H -8.20 -0.94 -2.05 0.38
H -0.88 0.04 8.86 0.40
H 8.55 9.41 -4.23 0.36
H 9.33 5.19 -1.71 0.00

=====

Entry 3:
58
Properties=species:S:1:pos:R:3:mulliken_charge:R:1 method="wB97M-V/def2-TZVPD" orbital_gap_ev=6.789 multiplicity=1 total_charge=-1
Sb 0.98 -1.97 2.88 0.81
F 2.48 0.13 1.38 -0.21
C 1.62 0.64 -1.23 0.48
C 2.41 -0.25 2.76 -0.22
C 1.50 2.20 -1.27 -0.37
C 2.40 2.87 -2.37 -1.35
C -0.66 -0.69 3.64 -1.63
C -1.38 -1.99 -1.63 -0.33
C 1.03 -1.47 -2.67 -1.35
C -2.14 1.02 -1.33 1.60
C -3.10 1.70 -0.29 -1.16
C -2.51 1.76 1.15 -0.85
C 0.17 -2.21 -1.62 0.24
C -2.95 -0.01 -2.19 -1.14
C -2.05 0.38 1.72 0.47
C 1.03 0.08 -2.57 -0.33
C 3.84 -0.73 3.13 -1.44
C -2.05 -1.17 -2.78 -0.92
C -0.89 0.59 2.77 -0.06
H 0.50 -1.62 1.22 -0.22
H 2.31 -3.01 2.29 -0.22
H 1.81 2.65 -0.30 0.43
H 0.04 0.56 -2.73 0.14
H -2.77 -1.84 -3.30 0.38
H 3.47 2.70 -2.15 0.28
H 1.68 0.46 -3.39 0.33
H -1.68 -1.55 -0.66 0.00
H -3.40 0.55 -3.04 0.30
H 1.54 -2.27 4.53 -0.18
H 2.12 2.55 -3.39 0.31
H -4.09 1.21 -0.28 0.46
H 2.70 0.38 -1.22 0.61
H 0.37 -3.30 -1.71 0.45
H -1.86 -3.00 -1.63 0.53
H 0.54 -1.94 -0.60 -0.66
H 3.86 -1.24 4.11 0.37
H -1.59 -1.30 3.60 0.36
H 0.00 0.86 2.16 -0.04
H -1.68 2.50 1.26 0.33
H 0.65 -1.75 -3.68 0.36
H -1.77 1.81 -2.02 0.60
H 2.06 0.61 3.36 0.26
H -3.31 2.13 1.83 0.36
H 2.07 -1.84 -2.61 0.51
H -0.04 -3.40 2.91 -0.21
H -3.24 2.76 -0.61 0.27
H -1.25 0.57 -0.86 -1.29
H 1.09 0.31 -0.32 -0.71
H 4.13 -1.47 2.36 0.34
H -1.61 -0.26 0.93 -0.55
H 0.46 2.54 -1.45 0.08
H -2.89 -0.17 2.18 0.53
H -0.54 -0.42 4.72 0.37
H 4.59 0.10 3.13 0.33
H -1.16 1.50 3.35 0.36
H 2.27 3.98 -2.35 0.40
H -1.39 -0.76 -3.56 0.39
H -3.73 -0.50 -1.57 0.40

=====

Number 1: calculated total energy -5117.99201 hartree. Number 2: calculated total energy -172356.84105 hartree. Number 3: calculated total energy -1011.06616 hartree.